Entry 1:
This record from the OMol25 dataset describes an isolated molecule of C21H26N2O4S in a non-equilibrium geometry. The level of theory is ωB97M-V with the def2-TZVPD basis set.

Structure (XYZ):
```
54
Properties=species:S:1:pos:R:3:mulliken_charge:R:1
C -7.121 -1.143 -1.123 -1.44
C -5.689 -1.452 -0.715 -0.26
O -5.174 -0.311 -0.057 -0.41
C -3.905 -0.351 0.431 0.70
C -3.032 -1.426 0.317 -0.80
C -1.752 -1.353 0.840 -0.74
C -1.321 -0.210 1.504 0.12
C -2.202 0.864 1.634 -0.20
C -3.469 0.794 1.100 -0.69
H -4.153 1.622 1.198 0.45
H -1.894 1.743 2.175 0.72
N -0.025 -0.101 2.031 0.15
S 0.691 1.408 2.025 1.34
O 2.115 1.196 2.115 -0.82
O 0.122 2.264 3.022 -0.73
C 0.294 2.062 0.402 0.34
C -0.024 3.401 0.289 -0.48
C -0.308 3.927 -0.960 -0.63
C -0.271 3.109 -2.077 -0.50
C 0.049 1.766 -1.952 -1.01
C 0.336 1.236 -0.704 -0.26
H 0.578 0.191 -0.593 0.64
H 0.074 1.129 -2.822 0.46
H -0.496 3.517 -3.051 0.41
H -0.560 4.972 -1.060 0.42
H -0.052 4.005 1.183 0.53
C 0.786 -1.273 2.286 -1.57
H 1.538 -0.982 3.023 0.50
H 0.148 -2.054 2.708 0.56
C 1.491 -1.832 1.035 0.86
O 1.097 -2.829 0.458 -0.72
N 2.557 -1.114 0.663 0.01
H 2.777 -0.272 1.186 0.38
C 3.391 -1.437 -0.474 -0.15
C 4.824 -1.786 -0.025 -0.96
H 4.844 -2.099 1.017 0.36
H 5.211 -2.602 -0.636 0.33
C 5.630 -0.517 -0.283 -0.58
H 6.701 -0.706 -0.345 0.39
H 5.450 0.211 0.509 0.25
C 5.043 -0.012 -1.597 -0.74
H 5.411 -0.622 -2.423 0.31
H 5.291 1.028 -1.799 0.38
C 3.538 -0.221 -1.415 -0.47
H 3.101 0.655 -0.932 0.05
H 3.026 -0.375 -2.363 0.29
H 2.912 -2.288 -0.966 0.61
H -1.095 -2.198 0.716 0.41
H -3.327 -2.333 -0.186 0.42
H -5.083 -1.682 -1.603 0.35
H -5.665 -2.320 -0.041 0.37
H -7.553 -1.999 -1.634 0.42
H -7.140 -0.283 -1.786 0.33
H -7.715 -0.915 -0.242 0.33
```

Summary:
Structure (SMILES): CCOc1ccc(N(CC(=O)NC2CCCC2)S(=O)(=O)c2ccccc2)cc1
Gap between HOMO and LUMO (eV): 8.51

Entry 2:
This record from the OMol25 dataset describes an isolated molecule of C21H26N2O4S in a non-equilibrium geometry. The level of theory is ωB97M-V with the def2-TZVPD basis set.

Structure (XYZ):
```
54
Properties=species:S:1:pos:R:3:mulliken_charge:R:1
C 4.435 -1.381 -3.289 -1.53
H 5.219 -0.729 -3.669 0.46
H 4.896 -2.277 -2.879 0.37
H 3.797 -1.673 -4.119 0.31
C 3.620 -0.655 -2.214 0.20
C 2.562 -1.575 -1.660 0.82
C 1.445 -1.923 -2.410 -0.21
C 0.460 -2.738 -1.887 -0.28
C 0.585 -3.221 -0.592 -0.08
C 1.720 -2.934 0.152 -0.68
C 2.694 -2.114 -0.386 -0.60
H 3.564 -1.873 0.207 0.34
H 1.816 -3.335 1.149 0.47
O -0.410 -4.006 -0.018 -0.44
C -1.679 -3.576 0.048 0.29
O -2.555 -4.331 0.373 -0.57
C -1.930 -2.137 -0.290 -0.25
C -1.110 -1.122 0.196 0.44
C -1.329 0.176 -0.209 -0.40
C -2.367 0.503 -1.060 -0.44
C -3.224 -0.496 -1.492 -0.89
C -3.004 -1.811 -1.113 -0.61
H -3.651 -2.602 -1.461 0.48
H -4.055 -0.256 -2.137 0.43
H -2.489 1.530 -1.366 0.53
S -0.162 1.435 0.297 1.63
O 0.689 0.876 1.312 -0.69
O 0.471 1.963 -0.877 -0.80
N -1.214 2.606 0.871 0.01
C -0.756 3.975 0.759 -1.07
C 0.218 4.326 1.881 -0.50
N -0.427 4.107 3.165 -0.20
C 0.408 4.545 4.263 -1.07
H 0.624 5.605 4.143 0.35
H 1.359 3.994 4.320 0.36
H -0.134 4.403 5.197 0.34
C -0.792 2.706 3.302 -0.60
C -1.754 2.311 2.181 -0.92
H -1.962 1.240 2.220 0.35
H -2.692 2.865 2.284 0.46
H -1.285 2.569 4.267 0.53
H 0.093 2.050 3.256 0.30
H 0.500 5.379 1.807 0.54
H 1.125 3.705 1.768 0.32
H -0.275 4.072 -0.215 0.47
H -1.634 4.625 0.808 0.39
H -0.298 -1.312 0.881 0.75
H -0.411 -2.994 -2.473 0.54
H 1.329 -1.545 -3.413 0.33
C 3.009 0.632 -2.770 -1.30
H 2.454 0.437 -3.684 0.29
H 2.331 1.082 -2.048 0.14
H 3.797 1.345 -3.001 0.46
H 4.295 -0.387 -1.394 0.45
```

Summary:
Structure (SMILES): CC(C)c1ccc(OC(=O)c2cccc(S(=O)(=O)N3CCN(C)CC3)c2)cc1
Gap between HOMO and LUMO (eV): 9.05